(1)
Here is a structure of composition C8H18ClEuIO2P from the OMol25 dataset. Energies are from ωB97M-V/def2-TZVPD.

Geometry as XYZ:
```
32
Properties=species:S:1:pos:R:3:forces:R:3:lowdin_spin:R:1
C 2.204188 -1.947152 0.090552 0.0308 -1.8941 -0.6363 0.000
I 2.780074 0.782987 0.765095 0.1654 1.4963 0.0838 0.000
H 1.107369 -1.858983 0.182230 0.4585 0.1710 0.0348 0.000
H 2.665216 -2.040468 1.082371 -0.2446 0.1304 -0.3270 0.000
H 2.419447 -2.867748 -0.477716 -0.1739 0.2060 0.1919 0.000
Eu -2.183854 0.484451 0.203135 0.0811 -1.2583 -0.8003 6.079
P -0.475551 0.409538 -2.217630 -0.6086 -0.2841 -0.9840 -0.016
C 0.868536 1.257000 -3.110550 0.4219 0.3393 0.6753 -0.004
C -0.847327 -0.952963 -3.391137 -0.0836 -0.2754 0.5872 -0.002
H -2.871127 1.050052 -2.434619 0.1661 0.1171 -0.3048 0.000
H -1.798315 1.868223 -3.626740 -0.3375 0.0920 0.2588 -0.001
H -1.837590 2.443094 -1.932328 -0.0261 0.1204 -0.3148 0.000
C -1.895853 1.550700 -2.581964 0.0144 -0.1101 0.6421 -0.003
H -1.729079 -1.499165 -3.030346 0.2634 0.0438 -0.2627 0.000
H -1.026778 -0.561118 -4.400907 0.0890 -0.0135 0.2891 0.000
H 0.528004 1.538174 -4.117698 0.0100 -0.1757 0.3324 -0.001
H 1.746488 0.600491 -3.171301 -0.2626 0.1881 -0.0032 0.000
H 0.017604 -1.629686 -3.404646 -0.2544 0.1035 -0.0760 0.000
H 1.149783 2.154168 -2.545424 0.0908 -0.1029 -0.2700 0.000
C 2.775343 -0.802209 -0.657470 0.7337 -0.0196 -1.9400 0.000
O 3.178813 -0.717285 -1.791903 -1.0520 -0.1227 2.5475 0.000
Cl -3.648498 -1.281695 -0.865659 0.9959 1.1128 0.9283 -0.041
C 0.549525 -0.731599 3.613348 -0.3240 -0.1869 0.3889 0.000
C -0.613219 0.160599 3.341053 0.3308 -0.0605 -0.0640 0.001
C -1.025448 1.143820 4.381399 -0.0205 -0.2978 0.2082 0.000
O -1.218812 0.100828 2.238858 -0.2507 0.3096 -0.4300 -0.011
H 0.722367 -0.773145 4.696711 0.0845 -0.0711 -0.4097 0.000
H 1.453491 -0.324429 3.127394 -0.3094 -0.0163 0.0386 0.000
H 0.370665 -1.743573 3.225713 0.0635 0.2949 -0.0409 0.000
H -0.682682 2.149154 4.103138 -0.0229 -0.1217 -0.0533 0.000
H -2.114847 1.165642 4.493727 0.1403 0.0521 -0.1163 0.000
H -0.564734 0.873100 5.335615 -0.1695 0.2335 -0.1735 0.000
```
Positions in Å, forces in eV/Å.

Values from the calculation:
expectation value of S²: 12.02
HOMO level (alpha / beta): -15.55 / -15.55 eV
energy: -2275.0758 Eh
spin multiplicity: 7
charge: +2
E_LUMO (alpha / beta): -11.69 / -8.27 eV



(2)
Here is the ion C8H7O3 with charge -1 from the OMol25 dataset. Energies are from ωB97M-V/def2-TZVPD.

Geometry as XYZ:
```
18
Properties=species:S:1:pos:R:3:forces:R:3:mulliken_charge:R:1
C -0.077409 -1.750547 0.295388 1.8336 5.0520 -1.0092 0.020
C 2.657216 0.308363 0.116618 -0.7269 1.4180 -0.4182 0.116
C -1.030281 -0.141912 -1.285777 1.8983 -0.8350 1.4397 -0.940
C -1.106141 0.159768 1.188011 0.3936 1.3053 -1.7262 -0.828
C -1.298337 -0.855109 0.056069 -0.9014 -1.7121 -0.3853 -0.165
C 0.216703 0.638942 -0.879447 -1.2348 0.7229 1.1107 -0.479
C 0.018668 1.021762 0.582094 1.2579 -1.8084 0.9161 -0.200
C 1.183265 0.108178 0.150048 -4.5177 -2.1998 -0.9075 0.337
O 2.930733 1.185818 0.944122 1.4308 0.7658 1.3307 -0.704
O 0.282093 -2.843215 0.380013 -0.3223 -2.0890 0.2593 -0.401
O 3.313432 -0.157045 -0.811625 0.6786 -1.0533 -0.4720 -0.732
H -0.771440 -0.729335 -2.159856 -0.3249 -0.8098 0.0438 0.367
H -1.788946 0.543272 -1.557686 -1.0086 0.6922 -0.0787 0.453
H -1.889856 0.889953 1.360302 -0.8335 -0.5625 0.1435 0.408
H -0.755691 -0.309280 2.084903 -0.0703 -0.2496 0.7357 0.343
H -2.245032 -1.404135 -0.003131 0.0980 -0.1999 0.4709 0.508
H 0.256955 1.392802 -1.609593 1.6287 1.2544 -0.6954 0.476
H 0.104070 1.941723 1.149542 0.7210 0.3090 -0.7580 0.419
```
Positions in Å, forces in eV/Å.

Values from the calculation:
HOMO level: -3.51 eV
energy: -534.6841 Eh
spin multiplicity: 1
charge: -1
E_LUMO: 3.46 eV



(3)
Here is a structure of composition C25H32I2NO3PPtS2 from the OMol25 dataset. Energies are from ωB97M-V/def2-TZVPD.

Geometry as XYZ:
```
67
Properties=species:S:1:pos:R:3:forces:R:3:lowdin_spin:R:1
Pt -2.842264 -19.151863 -1.160818 0.8185 1.0771 -0.1069 1.180
C -4.603874 -15.462082 -6.689814 0.1676 1.6924 -0.2744 0.006
C -4.293314 -16.681473 -7.550031 0.6496 0.5780 0.2224 0.050
C -5.412031 -17.678449 -7.651308 -1.6290 -0.7029 -0.4472 0.011
C -2.966839 -17.298733 -7.196174 -0.7925 0.7410 -0.5540 0.244
C -2.053309 -16.621174 -6.397278 1.7328 1.2955 1.7988 0.060
C -0.834841 -17.134652 -6.047160 -1.2436 -0.6485 -1.0491 0.091
C -0.404107 -18.330964 -6.684712 0.8582 -0.6891 0.7687 0.264
C 0.943279 -18.845078 -6.312196 1.3014 0.6670 -0.5022 0.055
C -1.256695 -18.987681 -7.602253 -1.2058 0.6061 -0.5289 0.061
C -2.535206 -18.494575 -7.787969 0.9109 -1.4448 -0.4394 0.090
H -5.520023 -14.925387 -7.069866 0.9867 -0.6385 0.4012 0.000
H -3.731383 -14.736519 -6.751802 -1.3247 -0.6271 -0.0640 0.000
H -4.733797 -15.667822 -5.628261 -0.1637 -0.2613 0.0164 0.001
H -4.111292 -16.230740 -8.536245 0.0843 -0.2606 -0.3295 0.027
H -5.523640 -18.216226 -6.693658 0.1107 -0.1131 -0.5123 0.000
H -5.356624 -18.364910 -8.532932 0.2996 0.2944 0.9399 0.000
H -6.397867 -17.186133 -7.816451 0.7918 0.0369 0.1908 0.001
H -2.224999 -15.638447 -5.976849 -0.5762 -0.2086 -0.0483 -0.001
H -0.201573 -16.687473 -5.319023 0.3187 0.4883 0.3204 0.001
H 0.998858 -19.378259 -5.330256 -0.3465 0.4783 -0.6108 0.023
H 1.642581 -17.943494 -6.244837 -0.7957 -1.1460 0.1250 0.014
H 1.373657 -19.506751 -7.084374 -0.3392 0.1399 0.3919 0.002
H -0.919883 -19.808952 -8.221924 0.1038 -0.1551 0.3420 -0.001
H -3.225106 -19.009357 -8.438366 0.0556 -0.1116 -0.1429 0.001
I -6.620318 -21.342855 -4.247456 -0.5926 0.7959 -1.3001 0.089
C -5.581387 -21.971173 -2.675471 -0.2893 0.0832 0.3991 0.171
C -5.796299 -23.281386 -2.283974 -0.9566 -1.7872 0.4105 -0.016
C -5.363330 -23.749584 -1.060115 0.1050 -2.0368 -0.7298 0.218
I -6.052827 -25.849687 -0.524951 0.8997 2.3885 -0.3687 0.040
C -4.302492 -23.034641 -0.416766 -0.2508 -0.9552 0.6988 0.022
C -3.486109 -23.606359 0.559964 1.1444 1.2159 1.1367 0.030
C -2.520148 -22.834732 1.207934 -1.2353 0.3318 -1.3598 -0.001
C -2.390485 -21.487086 0.797730 0.1604 -0.6527 0.0594 0.023
N -3.069166 -20.935231 -0.205266 -1.6208 -3.1762 0.6883 0.075
C -4.052378 -21.746889 -0.805947 1.1345 2.3660 0.0633 0.066
C -4.827820 -21.090130 -1.867872 0.7710 2.6515 1.0084 0.087
O -4.747991 -19.776262 -1.939996 -1.3217 -3.9671 -1.1428 0.357
H -6.396862 -24.011429 -2.875970 0.3719 1.1468 0.2783 -0.002
H -3.627764 -24.617811 0.825268 -0.1646 -0.9949 0.2771 0.002
H -1.890473 -23.215888 1.991222 0.0582 -0.1101 0.1000 0.000
H -1.663866 -20.890100 1.318274 0.1690 0.4897 -0.1033 0.001
C 0.941510 -14.710133 -2.952163 0.0788 -0.2617 -1.6966 0.000
C 1.190732 -16.201750 -2.869772 0.3081 0.8365 -1.7094 0.001
C 2.105766 -16.592709 -1.738599 0.0359 -0.0415 0.4702 0.006
O -0.130188 -16.807839 -2.727871 -0.7723 -0.0726 0.5874 0.014
P -0.946103 -16.925271 -1.358870 0.8719 1.5795 0.0588 0.041
S -0.570942 -18.662808 -0.574170 1.2219 -1.1735 0.9721 0.209
S -2.912775 -16.977914 -1.708049 -1.2572 0.8068 -0.8919 0.361
O -0.624996 -15.622472 -0.522265 0.0620 -0.2605 -0.3818 0.006
C -1.164359 -15.022927 0.770144 0.3487 -0.2746 -0.7642 0.001
C -2.582732 -14.498246 0.589073 0.5783 0.4955 -0.6237 0.007
C -1.015047 -16.058153 1.840252 -0.5799 -0.3408 1.0785 0.000
H 1.845675 -14.159414 -3.049438 1.0424 0.2923 -0.2075 0.000
H 0.499200 -14.360953 -2.067924 -0.8719 0.4485 1.0848 0.000
H 0.336142 -14.446217 -3.844760 0.0941 -0.2037 0.6351 0.000
H 1.525700 -16.564441 -3.907399 -0.2288 0.2593 1.6149 0.000
H 1.521190 -16.346331 -0.814588 0.8326 -0.7769 -0.4822 0.003
H 3.014200 -15.965460 -1.650827 -0.4634 -0.3158 -0.4965 0.000
H 2.403123 -17.652003 -1.871491 -0.2405 0.5593 0.6806 0.002
H -0.413560 -14.236431 0.956319 -0.6154 -0.0545 -0.3476 0.000
H -3.324403 -15.276762 0.548743 -0.1454 -0.5210 0.1633 0.004
H -2.745617 -13.882202 -0.325394 0.4565 -0.2466 0.7439 0.001
H -2.761132 -13.910136 1.480736 -0.2793 0.3279 0.0623 0.000
H -1.504589 -17.014806 1.527984 0.4549 0.7652 0.5524 0.000
H -1.472752 -15.674768 2.783988 0.0046 -0.3433 -0.7426 0.000
H 0.034210 -16.192280 2.118195 -0.0926 -0.3608 -0.3835 0.000
```
Positions in Å, forces in eV/Å.

Values from the calculation:
expectation value of S²: 6.06
HOMO level (alpha / beta): -11.18 / -13.52 eV
energy: -3104.1277 Eh
spin multiplicity: 5
charge: +2
E_LUMO (alpha / beta): -5.77 / -9.23 eV



The records above give, respectively, max |F| values of 0.0537; 0.1063; 0.0843 hartree/bohr.
The records above give, respectively, relative energy (zero: lowest compared OMol25 entry of this formula, charge and spin) values of 0.000; 2.721; 0.000 eV.